Entry 1:
Molecular formula: C44H39BrN8O7Pb
Method: DFT, ωB97M-V with the def2-TZVPD basis set

```
100
Properties=species:S:1:pos:R:3:forces:R:3:lowdin_charge:R:1
Pb 0.617531 -0.531981 0.291772 -1.0 0.6 0.6 1.4501
Br -0.643210 9.371910 -2.517674 0.2 1.0 0.4 0.7521
C -0.229587 7.924799 -3.625067 -0.8 0.7 0.5 -0.7074
C -1.245293 7.541719 -4.485875 0.9 1.2 0.6 -0.1433
C -1.139978 6.391717 -5.172893 0.8 -0.4 0.3 -0.0329
C -0.005923 5.618837 -4.937950 -1.2 0.5 -1.2 -0.3401
C 0.955309 6.019868 -4.059895 3.1 -1.5 -0.7 -0.0538
C 0.917855 7.215056 -3.443765 -0.9 0.6 0.5 -0.1297
N 0.303085 4.623818 -5.868925 0.8 -2.2 0.7 0.0704
N 0.488931 3.450602 -5.451265 -1.3 -0.1 0.0 0.0703
C 0.050491 2.970904 -4.157142 1.4 0.0 -0.3 -0.2003
C -0.886071 3.540933 -3.282042 0.2 0.4 -1.8 -0.0304
C -1.153937 3.094717 -2.015631 1.8 -3.2 0.5 0.0313
C -0.462211 1.865852 -1.614797 0.3 -0.1 -0.4 -0.2852
O -0.635670 1.206226 -0.528814 -0.8 1.0 0.4 -0.1632
C 0.544122 1.266684 -2.531535 -1.9 0.8 2.9 -0.1828
N 1.227267 0.238758 -1.979377 -0.4 0.2 1.1 -0.0073
C 2.135529 -0.372856 -2.622204 2.3 -1.6 -2.4 -0.1742
C 2.390560 -0.087082 -4.026042 0.5 1.5 0.4 -0.0388
C 1.752620 1.045607 -4.519518 -0.3 0.3 -2.2 0.0214
C 0.776565 1.811239 -3.739330 1.3 -0.6 -2.5 -0.1135
H -1.951332 8.295730 -4.705117 -1.2 0.3 0.0 0.0877
H -1.909251 6.142568 -5.847587 -0.5 -0.6 -1.0 0.1125
H 1.955022 5.512471 -4.027000 -1.3 0.0 -0.1 0.1470
H 1.738057 7.555630 -2.869665 0.5 0.4 0.7 0.1022
H -1.409989 4.338862 -3.797558 -0.3 0.1 1.0 0.1048
H -1.816202 3.489781 -1.292766 -0.8 0.6 0.2 0.0978
H 2.757757 -1.167076 -2.126551 -0.8 0.8 -0.3 0.1337
H 3.238404 -0.560948 -4.605738 -1.4 0.3 0.8 0.1270
H 1.869470 1.374476 -5.632631 0.1 -0.6 2.3 0.1399
C 2.437117 -3.146036 5.830461 0.6 -0.1 -0.3 -0.0479
O 1.256253 -2.349190 5.664940 0.7 -2.0 0.0 -0.0463
C 1.114847 -1.307673 6.448421 0.6 1.7 1.9 -0.2812
C 1.885428 -1.044679 7.634516 -1.4 0.0 -0.8 0.0053
C 1.688070 0.082248 8.407556 -1.3 -0.2 -1.7 -0.0840
C 0.741720 1.014552 8.042614 -1.3 -0.2 -1.1 -0.0910
C -0.000928 0.805541 6.874150 -0.1 -0.6 -1.4 0.0051
C 0.175332 -0.366309 6.060914 -1.3 1.5 -0.5 -0.1516
N -0.605784 -0.539049 4.787219 0.7 0.3 1.1 0.1543
C -0.061113 -0.164571 3.547402 -2.7 -1.2 0.6 -0.3623
N 1.240210 0.131883 3.620602 2.2 0.5 0.3 0.1440
C 1.981109 0.945534 2.720832 -0.1 0.5 1.5 -0.1679
C 1.864531 0.888201 1.354562 -0.8 -0.3 -0.9 -0.2199
C 2.377847 1.870456 0.510594 0.7 0.1 0.1 -0.1305
C 3.163962 2.813349 1.093002 1.2 0.7 2.7 -0.0633
C 3.452345 2.846420 2.519974 -0.3 -0.3 -1.0 0.0119
C 2.830581 1.925285 3.362368 0.0 0.0 -1.2 -0.1913
O 2.961334 1.886382 4.744197 0.2 -0.2 -2.1 -0.1049
C 4.193933 2.410670 5.248429 0.2 -1.2 0.6 -0.0601
N -0.767305 -0.165598 2.449300 1.9 0.0 0.4 0.0620
C -2.169589 -0.309472 2.436481 1.1 -1.5 -0.4 -0.2336
C -2.913445 0.839471 2.381879 -0.1 0.7 0.3 -0.0456
C -4.282667 0.783406 2.235503 -1.7 0.7 0.4 -0.1078
C -4.919144 -0.454391 2.137558 1.3 -1.3 0.4 -0.0733
C -4.132684 -1.655967 2.156271 0.4 2.5 -0.1 -0.0031
C -2.731587 -1.612772 2.276152 -1.8 0.6 0.2 -0.2133
O -1.962416 -2.723644 2.370123 0.4 1.5 0.1 -0.0915
C -2.379548 -4.006580 1.993277 1.1 -0.9 -0.2 -0.0821
H 2.660660 -3.673211 6.795012 -0.8 0.9 -0.5 0.1080
H 3.302576 -2.545676 5.527409 0.0 0.1 0.4 0.1018
H 2.349902 -3.895753 5.072362 -0.2 -0.6 -0.3 0.0828
H 2.412350 -1.819800 8.105527 1.1 -1.0 0.0 0.0887
H 2.153776 0.241663 9.317397 1.2 -0.1 1.6 0.0867
H 0.438329 1.784773 8.726635 0.3 0.5 0.0 0.0995
H -0.701914 1.554955 6.447796 0.4 -0.6 0.7 0.1262
H -1.446443 -1.145700 4.781642 1.0 0.8 0.0 0.1616
H 1.629984 0.133360 4.581765 -0.4 0.0 -1.0 0.1364
H 2.275354 1.888901 -0.577497 -0.2 -0.2 0.5 0.1002
H 3.704576 3.553139 0.547728 0.0 0.4 -0.7 0.0956
H 4.180363 3.596511 2.893342 -0.8 -0.6 -0.3 0.1101
H 5.062761 1.670988 5.213853 -1.0 1.0 -0.7 0.1242
H 3.899947 2.386795 6.267508 0.4 0.7 1.3 0.0731
H 4.422620 3.423310 4.897955 0.0 -0.4 0.1 0.0850
H -2.407083 1.810434 2.533392 -0.2 -0.7 -0.3 0.1316
H -4.860829 1.744155 2.321835 0.5 -1.2 -0.3 0.1158
H -5.995133 -0.626473 2.180542 0.2 0.5 -0.3 0.0981
H -4.652145 -2.555670 2.038636 -0.5 -1.4 0.0 0.0795
H -2.701575 -4.567386 2.871132 0.0 -0.1 0.1 0.0908
H -1.448830 -4.432225 1.562307 -0.7 -0.1 0.4 0.1041
H -3.137109 -4.124851 1.231721 -0.4 0.7 -0.3 0.0859
O -0.211279 -2.143559 -0.272154 0.1 -0.2 -0.2 -0.6382
O -2.227533 -8.434883 -5.450231 0.3 -0.5 0.1 -0.0215
C -2.651634 -7.208992 -4.924327 -0.2 0.8 0.3 -0.2741
N -2.940465 -6.385946 -6.075301 -0.7 -1.0 1.0 0.0894
C -2.030636 -5.466181 -6.502917 -0.8 -0.3 0.0 -0.4965
O -1.937926 -5.272679 -7.681681 0.5 0.6 -1.8 0.0877
C -1.247420 -4.700695 -5.529843 1.0 2.0 2.5 -0.1263
C -1.666315 -4.239000 -4.224273 0.3 -1.2 -1.3 -0.0009
C -0.731042 -3.499310 -3.531515 -0.1 0.5 -0.9 -0.0510
C 0.507924 -3.193410 -4.107145 0.6 1.1 0.2 -0.1367
N 0.970599 -3.551971 -5.307123 -2.3 -0.8 -0.2 0.0902
C 0.017701 -4.256580 -5.974580 -0.4 -1.1 -0.8 -0.0675
H -2.639908 -9.114548 -4.927847 0.0 -0.6 0.2 0.0799
H -1.835033 -6.686914 -4.408500 -0.3 -0.5 0.4 0.1094
H -3.540497 -7.364044 -4.255555 0.7 0.3 -0.5 0.1382
H -3.252585 -7.013350 -6.818657 0.0 0.7 -0.1 0.1502
H -2.660451 -4.482984 -3.789220 0.8 0.3 -0.5 0.1294
H -0.984670 -2.950802 -2.655231 -0.1 0.0 0.9 0.0781
H 1.120780 -2.434044 -3.601581 -0.1 -0.7 0.1 0.0790
H 0.129961 -4.588662 -7.017021 0.9 0.5 0.4 0.1202
```
Positions in Å, forces in eV/Å.

As for the energy above the lowest of the compared OMol25 structures with the same formula, charge and spin: 0.00 kJ/mol. For the HOMO energy (spin up / spin down), the calculation gives -7.114 / -7.114 eV. As for the lowest unoccupied orbital energy (spin up / spin down): 0.020 / 0.020 eV.



Entry 2:
Molecular formula: C44H40Cl2FN2P3W
Method: DFT, ωB97M-V with the def2-TZVPD basis set

```
93
Properties=species:S:1:pos:R:3:forces:R:3:lowdin_charge:R:1
W -0.630340 -0.611749 -1.089354 0.0 -0.1 1.2 1.1804
C -1.192696 2.967415 0.941752 -0.1 0.2 -0.2 -0.1185
N -1.204144 2.430636 -0.451290 -0.2 0.0 0.4 -0.4325
P 0.250332 1.683295 -1.026529 -0.2 0.4 -0.4 0.9247
C 0.640406 2.491692 -2.590941 0.1 0.0 0.0 -0.3651
C 1.445504 1.810431 -3.499767 0.0 0.1 -0.1 -0.0837
C 1.848473 2.442907 -4.669235 0.0 0.0 0.0 -0.0514
C 1.456059 3.750480 -4.922700 0.0 0.0 0.0 -0.0510
C 0.661130 4.434082 -4.007636 0.0 0.0 0.0 -0.0534
C 0.256427 3.808282 -2.837771 0.0 0.0 0.0 -0.1067
C 1.665351 2.135780 -0.019401 0.1 -0.1 0.1 -0.3387
C 1.955270 3.475167 0.257103 0.1 0.0 0.0 -0.0792
C 3.143320 3.799391 0.888542 0.0 0.0 0.0 -0.0441
C 4.065637 2.802633 1.202558 0.0 0.1 0.0 -0.0419
C 3.798172 1.480352 0.891465 0.0 0.0 0.0 -0.0442
C 2.596253 1.146280 0.283244 -0.1 0.1 0.1 -0.1017
P -2.382188 1.151096 -0.573545 0.9 0.0 -0.6 0.9176
C -3.960722 1.865506 -0.173946 -0.1 -0.2 0.3 -0.3657
C -4.829715 1.209946 0.692458 -0.1 0.0 0.1 -0.0789
C -6.059010 1.785783 0.984594 0.0 0.0 0.0 -0.0506
C -6.399095 3.004854 0.416635 0.0 0.0 0.0 -0.0389
C -5.528472 3.649153 -0.460899 0.0 0.0 0.0 -0.0450
C -4.303472 3.082670 -0.764855 -0.1 0.0 0.0 -0.0764
C -2.346980 0.685867 -2.321417 -0.4 0.1 -0.2 -0.4620
C -2.636102 -0.690122 -2.536039 -0.5 0.5 -0.3 -0.2732
C -2.569964 -1.204553 -3.839873 0.0 -0.2 0.0 -0.0673
C -2.177709 -0.404259 -4.885784 0.0 0.0 -0.1 -0.0286
C -1.970763 0.966276 -4.684772 0.0 0.0 0.0 -0.0208
C -2.077367 1.512146 -3.426397 0.0 0.0 0.0 -0.0727
H -0.548195 3.836753 1.005477 0.0 0.0 0.0 0.0736
H -0.862296 2.226661 1.674620 0.0 0.0 0.0 0.0678
H -2.202253 3.283530 1.197105 0.0 0.0 0.0 0.0811
H 1.747581 0.788131 -3.309374 0.0 0.0 0.0 0.0953
H 2.469514 1.914692 -5.381701 0.0 0.0 0.0 0.1160
H 1.769796 4.241282 -5.835246 0.0 0.0 0.0 0.1164
H 0.360037 5.455258 -4.206107 0.0 0.0 0.0 0.1158
H -0.377350 4.333650 -2.130645 0.0 0.0 0.0 0.1061
H 1.277419 4.267356 -0.037670 0.0 0.0 0.0 0.1049
H 3.362090 4.834039 1.119852 0.0 0.0 0.0 0.1183
H 5.001931 3.067860 1.677123 0.0 0.0 0.0 0.1184
H 4.521916 0.706453 1.116215 0.0 0.0 0.0 0.1154
H 2.388327 0.115259 0.042836 0.0 0.1 0.0 0.0451
H -4.553921 0.261237 1.138392 0.0 0.0 0.0 0.0879
H -6.744455 1.285879 1.656217 0.0 0.0 0.0 0.1181
H -7.349138 3.462998 0.659327 0.0 0.0 0.0 0.1202
H -5.809411 4.592892 -0.909460 0.0 0.0 0.0 0.1188
H -3.620450 3.582857 -1.442060 0.0 0.0 0.0 0.1108
H -3.229134 -1.216767 -1.795581 0.2 -0.2 0.2 0.0731
H -2.855360 -2.232927 -4.020804 0.1 0.0 0.0 0.1210
H -2.092431 -0.819846 -5.881351 0.0 0.0 0.0 0.1246
H -1.744994 1.608080 -5.527904 0.0 0.0 0.0 0.1266
H -1.967429 2.577408 -3.287639 0.1 0.0 0.0 0.1028
Cl -1.093686 -3.363305 -1.339890 -0.3 -0.1 0.1 0.6152
C -2.440373 -3.773013 -0.201674 0.2 0.1 0.0 -0.8504
Cl -2.931171 -2.381622 0.755907 -0.2 -0.1 0.0 0.5856
H -2.072846 -4.547437 0.462187 0.1 0.0 0.0 0.0160
H -3.274589 -4.100167 -0.806075 0.0 -0.1 -0.1 0.0434
N 0.133454 -1.083791 0.535274 0.5 -0.1 -0.7 -0.4175
P 1.067026 -1.911159 1.553589 -0.3 0.1 -0.1 0.8684
C 1.254221 -1.044994 3.108139 0.0 0.1 0.2 -0.2946
C 1.707544 -1.721589 4.245900 0.0 0.1 0.0 -0.0841
C 1.889090 -1.031575 5.433753 0.0 0.0 0.0 -0.0482
C 1.610256 0.328800 5.499106 0.0 0.0 0.0 -0.0485
C 1.139680 1.000450 4.380260 0.0 0.0 -0.1 -0.0536
C 0.958184 0.313639 3.187367 0.1 0.0 0.1 -0.0800
C 0.387896 -3.518881 1.968257 -0.1 -0.2 0.0 -0.3162
C -0.670523 -3.606632 2.878399 0.1 0.0 0.0 -0.1171
C -1.237437 -4.838281 3.164199 0.0 0.0 0.0 -0.0664
C -0.751706 -5.986368 2.544716 0.0 0.0 0.0 -0.0585
C 0.303070 -5.906344 1.644870 0.0 0.0 0.0 -0.0569
C 0.873227 -4.673783 1.353323 -0.1 0.0 0.1 -0.0781
C 2.671082 -2.226257 0.802702 0.2 -0.1 -0.1 -0.3212
C 3.739212 -2.628287 1.611689 -0.1 0.1 -0.1 -0.0607
C 4.939734 -3.014851 1.036550 0.0 0.0 0.0 -0.0484
C 5.085321 -3.012732 -0.345125 0.0 0.0 0.0 -0.0467
C 4.040739 -2.588747 -1.153396 -0.1 0.0 0.0 -0.0491
C 2.838490 -2.191926 -0.583183 -0.1 -0.1 0.0 -0.1041
H 1.897168 -2.787641 4.214572 0.0 0.0 0.0 0.1131
H 2.236888 -1.556841 6.313341 0.0 0.0 0.0 0.1178
H 1.748179 0.861772 6.431147 0.0 0.0 0.0 0.1175
H 0.912858 2.058307 4.436466 0.0 0.0 0.0 0.1129
H 0.584392 0.828589 2.315439 0.0 0.0 -0.1 0.0602
H -1.041869 -2.715412 3.370481 0.0 0.0 0.0 0.1123
H -2.047911 -4.908358 3.878975 0.0 0.0 0.0 0.1184
H -1.189025 -6.949474 2.776558 0.0 0.0 0.0 0.1183
H 0.692079 -6.803946 1.182213 0.0 0.0 0.0 0.1175
H 1.703124 -4.615839 0.660271 0.0 0.0 0.0 0.1099
H 3.645686 -2.631577 2.689260 0.0 0.0 0.0 0.1022
H 5.763253 -3.321003 1.668434 0.0 0.0 0.0 0.1182
H 6.016854 -3.338578 -0.790707 0.0 0.0 0.0 0.1185
H 4.157290 -2.572828 -2.229002 0.0 0.0 0.0 0.1165
H 2.041154 -1.842568 -1.233156 0.0 -0.1 0.1 0.0673
F 0.258616 -1.029923 -2.718961 0.4 -0.2 0.2 -0.4574
```
Positions in Å, forces in eV/Å.

The charge is +2. For the HOMO energy (spin up / spin down), the calculation gives -12.314 / -13.855 eV. As for the lowest unoccupied orbital energy (spin up / spin down): -5.661 / -6.651 eV. The expectation value of S² is 2.018. Its spin multiplicity is 3.